No. 1
The following is a quantum chemistry calculation of a molecular structure, C20H42NOP3Ru, from OMol25.

The orbital gap (alpha / beta) comes out at 3.07 / 7.12 eV. The total charge is +4. As for the spin multiplicity: 5.

Geometry as XYZ:
```
68
C20H42NOP3Ru, DFT wB97M-V/def2-TZVPD
H 2.6361 0.1187 -1.8556
H 4.0303 6.5395 3.2188
H 1.2308 4.4234 0.6839
H -2.1892 3.3213 -1.7207
H -3.8147 -1.5202 -2.6763
H 0.5291 0.7094 -3.4693
C -1.7424 -3.9710 2.5808
H -3.2626 -3.0396 -0.1478
C 1.5512 -3.3243 -0.4649
H 2.0112 -1.2398 -2.7843
Ru -0.3519 -0.3682 -0.0524
C 2.1465 4.4469 1.2647
C -1.1198 -2.9229 1.8128
H 1.8934 6.4803 1.9331
H 1.1715 -3.7105 0.4904
H -0.5839 -1.3469 -3.6349
C -2.5581 -3.2031 -0.9733
H -1.3931 -4.9343 2.1813
C -2.3027 0.0350 1.0689
C -3.2843 -3.9466 2.5891
H -2.9743 0.0300 -2.8393
H 3.4901 -1.4582 -1.8079
C 2.5037 -0.9698 -1.8401
C -2.2877 2.3292 -1.2522
H -3.6785 -4.1623 1.5890
C 2.9292 3.2886 1.4013
C 4.1932 3.3364 2.0108
H 2.9206 1.5335 0.4849
C -3.2117 -0.7774 -2.1361
P 1.5119 -1.4865 -0.4247
H 1.5020 2.2894 -1.0861
H 1.8819 -0.1854 1.6408
H -1.8336 -3.9725 -0.6768
H 2.5825 -3.6830 -0.5999
C -0.3978 1.2703 -3.2797
C -1.2075 0.6797 1.7214
C 3.7352 5.6287 2.6796
C 2.5388 5.5999 1.9540
H -2.4806 2.4828 -0.1818
H -0.7671 0.1905 2.6054
H -3.8302 -0.3779 -1.3258
H 4.8179 2.4405 2.0326
H -3.1598 1.8281 -1.6903
H -3.0445 0.6395 0.5427
C 2.3119 -1.0853 1.1491
H -0.2486 2.3028 -3.6332
H -3.6841 -4.7036 3.2732
H -1.6456 -2.7722 -3.5789
C 0.4661 2.6116 -0.9093
C 4.5599 4.4908 2.7127
P -1.7091 -1.6175 -1.4422
H 0.3351 2.7355 0.1727
O 2.3548 2.0389 1.1532
H -1.3591 -3.8934 3.6081
H -1.1648 1.7754 1.7044
H 5.4790 4.4949 3.3107
N -0.4606 -2.0781 1.3411
H -3.6558 -2.9674 2.9168
H -1.2028 0.8174 -3.8799
H -0.0427 -2.8399 -2.8148
C -0.9045 -2.1896 -3.0102
H -3.1436 -3.6072 -1.8161
H 3.3776 -0.9127 0.9447
H 0.2893 3.5752 -1.4073
P -0.7236 1.3610 -1.4618
H -2.6906 -0.8967 1.5010
H 2.2006 -1.9289 1.8633
H 0.9307 -3.7522 -1.2635
```

***

No. 2
The following is a quantum chemistry calculation of a molecular structure, C20H42NOsP3S, from OMol25.

The orbital gap (alpha / beta) comes out at 8.74 / 5.63 eV. The total charge is +4. As for the spin multiplicity: 5.

Geometry as XYZ:
```
68
C20H42NOsP3S, DFT wB97M-V/def2-TZVPD
H -2.8044 -5.0745 -3.0512
C 1.3030 -2.8894 3.2612
H -0.3525 -0.0666 -2.8890
H -3.1435 2.4625 1.5138
H 2.6423 -2.9358 -2.7626
H 3.7978 1.2418 2.0892
C -2.9373 1.8956 -1.3905
H 3.4944 2.2404 -0.9882
H -2.8369 1.8653 3.1343
H 2.3935 0.1819 2.4356
H 2.5875 3.7313 -0.6510
H 3.3359 -0.0202 0.9326
H -2.3853 -2.7806 -2.1295
C 0.5958 -5.2927 -2.5031
P -1.2256 2.5355 -1.2199
C 0.7774 -4.0118 -1.9539
C 0.5529 -0.1553 -2.2996
C -0.3149 -3.1645 -1.7691
H 1.9968 -3.5737 1.3430
C -1.5794 -3.4804 -2.2296
H 3.8680 3.1973 0.4823
S 2.4359 -3.5743 -1.6399
H 0.1741 3.5600 -2.8950
C 1.4419 0.9382 -1.9582
H -1.5348 3.8404 -3.2530
H -2.0492 -1.5458 1.3090
C 0.9075 -1.8646 1.0455
H -0.8455 2.2910 -3.6558
H -0.0881 -2.1951 -1.3508
C -2.3431 2.1617 2.1966
H -3.4077 2.4339 -2.2217
H 1.6105 -3.8050 3.7762
C -0.8154 3.0962 -2.9087
H -2.1148 4.0496 0.5134
C -2.5276 -0.5650 1.3683
H 1.2088 1.9554 -2.2897
H -3.2001 -0.6176 2.2206
N 0.6355 -0.9562 0.3829
H 1.1642 -1.0181 -2.6129
C 3.0658 2.8599 -0.1871
H 2.2920 3.7356 2.3017
H -0.8774 -6.7092 -3.2347
H 0.0589 -0.6734 3.0661
Os 0.1366 0.7253 -0.5274
H 1.0011 2.6828 2.9706
C 1.1321 -3.0695 1.7731
H -3.1553 -0.4293 0.4851
P -1.3057 0.7687 1.5459
C -1.8028 -4.7451 -2.7940
H -1.8674 4.8274 -1.0647
H 2.4266 0.4628 -1.6932
P 1.8177 1.8834 0.7494
H 0.3061 -3.7476 1.5657
H 0.6306 3.8639 1.6590
H -1.2496 0.1351 3.9065
C -0.4887 0.2807 3.1344
H -2.9514 0.8299 -1.6448
H -1.7312 3.0283 2.4695
H 2.0364 -2.1300 3.5013
H 0.3728 -2.5931 3.7375
C 1.3799 3.1573 2.0504
H 1.4417 -5.9914 -2.5554
C -1.4524 4.1095 -0.3564
C 2.9354 0.7158 1.6457
C -0.7139 -5.6661 -2.8972
H -0.4955 4.5079 -0.0308
H -3.5424 2.0430 -0.4904
H 0.1823 1.0464 3.5325
```

***

No. 3
The following is a quantum chemistry calculation of 6 unconnected molecules or ions with the total composition C20H42O23S5, from OMol25.

The orbital gap comes out at 8.99 eV. The total charge is 0. As for the SMILES: COCCOCOC[C@@H](C)C(C)C.O=S1(=O)OCCO1.O=S1(=O)OCCO1.O=S1(=O)OCCO1.O=S1(=O)OCCO1.O=S1(=O)OCCO1.

Geometry as XYZ:
```
90
C20H42O23S5, DFT wB97M-V/def2-TZVPD
C -3.6238 0.7750 -0.7867
O 0.2346 -5.3793 1.4250
O 1.9221 8.2453 0.6838
H -1.2493 -0.4961 0.0658
O 6.1056 -4.2667 2.8623
O 4.0018 7.1007 0.0200
C -2.2052 -0.9290 -3.2671
O 3.7560 0.5946 0.4388
H -1.9734 1.9418 -3.6745
C -1.0330 1.0749 3.8156
O 0.7552 1.3432 5.2892
C 3.9067 5.5899 1.7993
H 0.8563 -0.1204 -0.8444
H -8.4344 1.6500 -6.6382
C -0.5502 0.7621 5.2168
S -0.6260 -4.5272 0.3467
H 1.3602 -1.1571 -2.2397
H 4.9676 7.4774 1.7924
H -6.0509 2.0858 -6.8635
S 0.7992 2.6668 4.3741
H 3.5535 -4.7631 0.8605
H -4.3149 0.0226 -1.2082
H -0.2202 -6.4027 3.1746
H 4.1848 5.4219 2.8369
O 5.1650 -5.4579 4.7967
C -1.9657 -5.5620 2.1803
H -1.8705 -0.5464 -4.2539
O 4.2498 -5.7898 2.5314
C -1.5398 -0.0752 -2.1164
C 3.3577 -1.4418 -0.8726
H 4.0819 -1.9620 -0.1846
S -6.1712 0.8499 -4.2288
H 1.9865 1.7222 0.0129
H -6.6544 3.6099 -6.1716
H -0.3273 -4.6273 3.2479
H -1.7647 1.8590 -1.1754
C 2.6336 1.3795 0.8449
H 3.0370 2.2968 1.3199
O -0.1646 -1.8962 -1.0856
H 2.9580 0.6538 -1.5396
H -1.1780 1.2443 5.9702
C -1.2795 -1.0280 -0.9185
H 5.4029 -2.9074 1.4527
C -6.5534 2.5400 -6.0060
O -0.2049 -3.1767 0.3790
O -7.5459 0.6561 -5.0444
H -4.2301 1.6938 -0.6133
O 6.4667 -6.6923 3.0761
H -0.5061 -0.3064 5.4137
O -0.5540 2.3959 3.5464
O 1.9029 2.5602 3.4865
O -0.6852 -5.2719 -0.8584
H 5.9661 -4.4744 0.8257
C -2.8815 1.8563 -3.0395
H -1.7412 -1.9380 -3.1888
H 3.4101 -3.9169 2.4199
O 0.5925 3.7951 5.2064
H 3.9341 4.6406 1.2585
C -2.4457 1.1603 -1.7148
H -0.5914 0.3951 3.0823
C -7.8814 1.8675 -5.7270
H 3.5304 -1.9069 -1.8745
H -3.3040 -0.9647 -3.1890
C 5.4259 -3.9789 1.6365
C -0.5191 -5.5094 2.6307
O -2.0546 -4.6355 1.0954
C 4.7760 6.6319 1.1275
H -3.2702 0.4771 0.2238
S 2.4316 6.9648 0.3544
H -2.6568 -5.2836 2.9733
H -2.1656 -1.7000 -0.8548
C 1.0350 -1.1766 -1.1660
H 2.0102 0.8294 1.5771
H -2.1173 1.0394 3.7335
O -5.2441 -0.1193 -4.6913
O 1.8398 6.1408 -0.6374
H -3.2440 2.8730 -2.7715
H -0.6247 0.3610 -2.5647
O -5.7640 2.2818 -4.8413
H 5.7229 6.2215 0.7832
O -6.4748 1.0197 -2.8551
H -8.5015 2.4734 -5.0623
S 5.5647 -5.6645 3.4521
O 2.5782 6.1110 1.7103
O 2.0555 -1.7670 -0.3895
C 3.6422 0.0862 -0.8798
C 4.0421 -4.5691 1.8130
H 4.6551 0.1876 -1.3415
H -3.6735 1.3145 -3.5876
H -2.2259 -6.5541 1.8039
```

***

No. 4
The following is a quantum chemistry calculation of 11 unconnected molecules or ions with the total composition C20H43B3BrCl20NO3, from OMol25.

The orbital gap comes out at 10.54 eV. The total charge is 0. As for the SMILES: NB1OBOB(Br)O1.ClCCCl.ClCCCl.ClCCCl.ClCCCl.ClCCCl.ClCCCl.ClCCCl.ClCCCl.ClCCCl.ClCCCl.

Geometry as XYZ:
```
91
C20H43B3BrCl20NO3, DFT wB97M-V/def2-TZVPD
H 2.5762 1.3614 -2.7792
B -2.6547 -0.5380 1.5223
N -3.1361 2.9937 1.4319
H -1.2859 1.7492 16.1542
C -3.5545 0.5985 11.1782
Cl 12.4550 -4.6091 -9.3144
H -4.9407 -0.3731 3.2416
C -6.0060 -0.3063 3.4432
C -2.3315 -1.2818 6.6384
H -3.4120 -1.3268 6.5355
H -6.4903 -2.3853 3.2846
H -5.6550 0.8917 11.4003
H -10.0672 -0.9222 0.0233
Cl -2.0527 1.5309 10.9258
Cl 4.9830 -2.1401 -6.6284
H -0.6774 -0.5583 5.4321
H 4.2579 0.8405 -7.9621
H 6.6762 -0.7817 -8.4138
C 4.6534 1.7651 -8.3802
C 10.8465 -4.5500 -10.0844
C 10.9277 -4.6757 -11.5840
C -6.5483 -1.5877 4.0223
C -9.0669 -1.1127 -0.3553
H -4.1493 3.0668 1.4700
C 4.5371 1.7400 -9.8792
Cl 11.6844 -3.2490 -12.3412
Cl -3.5262 -0.6721 14.5150
Cl 1.3100 2.0664 -8.8579
Cl -1.9429 -0.2420 8.0310
H 11.5079 -5.5468 -11.8765
Cl -8.1188 -1.8082 0.9892
H -8.9642 0.4870 -1.7646
C 7.3219 -1.3601 -7.7614
H -1.3898 1.2454 14.4541
Cl -2.5530 0.7493 4.8460
H 3.4385 -1.0546 -4.4559
H -2.9202 -1.1941 2.4783
H 1.7713 4.1548 -7.8871
H 10.2696 -5.3812 -9.6827
C -8.4243 0.1452 -0.8836
C -2.9728 0.5221 15.7185
H 3.5025 1.5267 -10.1318
C 6.6514 -1.5254 -6.4247
H -7.3831 -0.0274 -1.1435
Cl 4.0892 1.0644 -5.2268
C -4.7499 1.4948 11.3630
H 2.0443 -0.0221 -4.8278
H -1.9128 -1.4929 4.5607
H -1.9335 -2.2730 6.8476
C 0.9119 3.4871 -7.8499
Cl -6.2456 1.0840 4.5342
C -1.7413 -0.7632 5.3507
H 2.1251 -0.3118 -2.4198
C -1.5412 0.9306 15.4839
Cl 7.6681 -2.9129 -8.5770
C 0.6400 3.0996 -6.4188
Cl -0.3980 -0.3977 15.8180
H 10.3751 -3.6158 -9.7915
B -2.7350 1.7080 0.9421
Cl 4.9422 3.3186 -10.6070
Cl 4.3875 0.0936 -1.9784
H -3.6996 -0.0144 10.2902
H -7.5792 -1.4689 4.3447
H 0.5223 4.0005 -5.8194
Br 1.0465 0.3684 0.1396
H -3.6170 1.3932 15.6101
H -6.5359 -0.0811 2.5200
H 1.4530 2.5013 -6.0133
Cl -4.6842 2.4280 12.8874
H 9.9216 -4.7576 -11.9914
H -9.1115 -1.8629 -1.1420
O -1.4777 -0.7465 0.8248
Cl -0.8609 2.1516 -6.2495
H -3.1132 0.0825 16.7021
H -2.8246 3.1629 2.3834
H 6.5680 -0.5440 -5.9591
C 3.0178 -0.0594 -4.3414
H 5.1869 0.9931 -10.3285
H 8.2716 -0.8410 -7.6525
Cl -8.4616 1.4655 0.3141
H 4.1019 2.6030 -7.9633
H 7.1794 -2.2033 -5.7604
B -0.8365 0.3961 0.4175
O -3.4353 0.5199 1.1553
H -4.8300 2.2174 10.5553
C 2.8722 0.3216 -2.8924
H -3.3933 -0.0333 12.0460
H 0.0569 3.9773 -8.3068
Cl -5.6061 -2.1433 5.4409
O -1.5407 1.5508 0.2368
Cl 6.3362 1.9063 -7.7955
```